Entry 1:
DFT (wB97M-V/def2-TZVPD) results for C44H47N2OP2PdS3Si2 as an isolated structure in a non-equilibrium geometry.

Properties
- Net charge: -1
- LUMO (spin up / spin down): 2.20 / 1.92 eV
- Largest force on an atom: 0.05258 hartree/bohr
- Multiplicity: 1
- Frontier orbital gap (spin up / spin down): 0.24927 / 0.24475 Eh
- HOMO energy (spin up / spin down): -4.6 / -4.7 eV
- M: 940.61 g/mol

Each line ends with the Mulliken charge.
CARTESIAN COORDINATES (ANGSTROEM)
1 Pd -0.36 -0.34 0.81  0.335
2 C -2.13 4.19 -1.47  -1.415
3 Si -1.64 3.00 -0.03  0.275
4 C -3.27 2.52 0.85  -0.777
5 C -0.49 4.01 1.12  -0.333
6 N -0.95 1.57 -0.68  0.285
7 P 0.53 1.27 -1.23  3.391
8 C 1.32 -0.15 -0.63  -2.875
9 P 0.93 -1.75 -1.12  3.820
10 N -0.13 -2.57 -0.23  -0.245
11 Si -1.84 -2.57 -0.37  0.593
12 C -2.47 -3.68 -1.80  -1.213
13 C -2.43 -3.44 1.23  -0.759
14 C -2.81 -0.91 -0.50  -0.388
15 C 2.52 -2.58 -0.78  -1.032
16 C 2.60 -3.95 -0.57  -0.351
17 C 3.83 -4.56 -0.39  -0.668
18 C 4.98 -3.79 -0.39  -0.535
19 C 4.91 -2.42 -0.56  -0.650
20 C 3.68 -1.82 -0.77  -0.555
21 C 0.68 -2.15 -2.89  0.920
22 C 1.46 -3.09 -3.56  -0.881
23 C 1.19 -3.40 -4.87  -0.665
24 C 0.15 -2.78 -5.54  -0.959
25 C -0.63 -1.84 -4.88  -0.520
26 C -0.37 -1.54 -3.56  -0.288
27 C 0.50 1.48 -3.04  0.137
28 C 1.62 1.25 -3.83  -0.294
29 C 1.52 1.35 -5.21  -0.803
30 C 0.30 1.66 -5.80  -0.605
31 C -0.82 1.88 -5.01  -0.892
32 C -0.72 1.78 -3.64  -0.462
33 C 1.77 2.50 -0.69  0.261
34 C 2.22 2.31 0.61  -0.258
35 C 3.12 3.20 1.17  -0.410
36 C 3.61 4.25 0.41  -0.672
37 C 3.17 4.43 -0.90  -0.724
38 C 2.23 3.56 -1.44  -0.506
39 H -2.40 5.17 -1.09  0.398
40 H -2.99 3.81 -2.02  0.294
41 H -1.32 4.31 -2.17  0.325
42 H -3.78 3.38 1.26  0.486
43 H -3.04 1.84 1.67  -0.167
44 H -3.95 2.02 0.18  0.285
45 H -1.05 4.62 1.83  0.574
46 H 0.18 4.66 0.56  0.385
47 H 0.13 3.32 1.69  -0.585
48 H -1.97 -4.64 -1.76  0.287
49 H -2.29 -3.25 -2.78  0.301
50 H -3.53 -3.86 -1.69  0.369
51 H -1.91 -4.38 1.37  0.304
52 H -3.49 -3.65 1.15  0.373
53 H -2.28 -2.82 2.10  -0.213
54 H -2.55 -0.35 -1.40  0.202
55 H -2.58 -0.27 0.37  -0.242
56 H -3.88 -1.08 -0.51  0.699
57 H 1.68 -4.52 -0.56  0.389
58 H 3.90 -5.63 -0.26  0.410
59 H 5.95 -4.26 -0.25  0.352
60 H 5.81 -1.81 -0.55  0.416
61 H 3.59 -0.75 -0.91  0.325
62 H 2.27 -3.57 -3.05  0.353
63 H 1.79 -4.14 -5.39  0.427
64 H -0.06 -3.03 -6.57  0.374
65 H -1.44 -1.35 -5.41  0.441
66 H -0.98 -0.81 -3.03  0.207
67 H 2.56 0.99 -3.36  0.449
68 H 2.38 1.19 -5.83  0.415
69 H 0.23 1.73 -6.88  0.382
70 H -1.77 2.11 -5.48  0.418
71 H -1.58 1.95 -3.00  0.293
72 H 1.84 1.45 1.17  -0.462
73 H 3.45 3.08 2.19  0.447
74 H 4.33 4.94 0.82  0.375
75 H 3.55 5.24 -1.49  0.393
76 H 1.86 3.71 -2.45  0.406
77 O -1.48 0.51 2.47  -0.965
78 C -1.08 0.09 3.70  3.979
79 C 0.39 -0.29 3.61  -0.654
80 C 0.88 -1.32 2.84  -0.792
81 C 2.30 -1.28 2.72  -0.864
82 C 2.85 -0.22 3.37  -0.637
83 S 1.66 0.76 4.15  -0.199
84 C -1.31 1.22 4.69  -1.266
85 C -0.94 2.52 4.53  0.003
86 C -1.42 3.37 5.55  -1.133
87 C -2.14 2.70 6.48  -0.408
88 S -2.26 1.02 6.13  -0.104
89 C -1.91 -1.10 4.16  -0.678
90 C -3.24 -1.28 3.91  -0.268
91 C -3.77 -2.42 4.54  -0.581
92 C -2.85 -3.10 5.26  -0.700
93 S -1.29 -2.35 5.18  -0.199
94 H 0.29 -2.18 2.53  0.832
95 H 2.86 -2.02 2.17  0.465
96 H 3.88 0.05 3.44  0.491
97 H -0.38 2.85 3.68  0.364
98 H -1.24 4.43 5.57  0.421
99 H -2.61 3.09 7.37  0.445
100 H -3.79 -0.60 3.28  0.423
101 H -4.81 -2.70 4.48  0.419
102 H -2.97 -4.00 5.83  0.438



Entry 2:
DFT (wB97M-V/def2-TZVPD) results for C44H47N4PRuSSi as an isolated structure.

Properties
- Expectation value of S²: 8.77
- Net charge: +1
- LUMO (spin up / spin down): -2.15 / -4.21 eV
- Largest force on an atom: 0.01696 hartree/bohr
- Multiplicity: 6
- Frontier orbital gap (spin up / spin down): 0.26247 / 0.24723 Eh
- HOMO energy (spin up / spin down): -9.3 / -10.9 eV
- M: 824.09 g/mol

Each line ends with the Mulliken charge.
CARTESIAN COORDINATES (ANGSTROEM)
1 Ru -0.36 -0.53 -0.08  0.399
2 C 1.34 -0.52 1.47  -0.857
3 Si 0.23 0.15 2.81  -0.710
4 C -1.34 -0.89 2.74  -0.876
5 N -2.07 -0.82 1.42  0.769
6 C -2.85 -2.06 1.17  -0.833
7 C -4.06 -2.18 2.09  -0.771
8 C -4.95 -0.91 2.03  -0.741
9 C -4.39 0.12 1.04  -0.730
10 C -2.93 0.43 1.33  -0.176
11 C 1.01 -0.21 4.47  0.630
12 C 1.56 0.82 5.24  -0.258
13 C 2.20 0.54 6.45  -0.718
14 C 2.30 -0.77 6.89  -0.517
15 C 1.77 -1.81 6.13  -0.709
16 C 1.14 -1.53 4.93  -0.315
17 C -0.18 1.96 2.73  0.694
18 C 0.46 2.84 1.86  -0.127
19 C 0.16 4.20 1.88  -0.731
20 C -0.78 4.69 2.78  -0.628
21 C -1.41 3.83 3.67  -0.896
22 C -1.11 2.47 3.65  -0.012
23 H 1.79 -1.46 1.77  0.315
24 H 2.08 0.15 1.03  0.668
25 H -2.01 -0.63 3.57  0.410
26 H -1.04 -1.93 2.90  0.712
27 H -2.18 -2.90 1.29  0.113
28 H -3.18 -2.05 0.13  0.483
29 H -3.70 -2.34 3.11  0.207
30 H -4.61 -3.07 1.81  0.509
31 H -5.01 -0.45 3.01  0.312
32 H -5.97 -1.17 1.74  0.403
33 H -4.94 1.05 1.12  0.565
34 H -4.50 -0.23 0.01  0.231
35 H -2.86 0.95 2.28  0.164
36 H -2.53 1.10 0.57  -0.277
37 H 1.48 1.85 4.91  0.322
38 H 2.61 1.35 7.04  0.409
39 H 2.79 -0.99 7.83  0.381
40 H 1.85 -2.83 6.48  0.424
41 H 0.73 -2.35 4.35  0.153
42 H 1.20 2.47 1.16  0.393
43 H 0.67 4.88 1.20  0.503
44 H -1.01 5.75 2.80  0.398
45 H -2.13 4.21 4.38  0.431
46 H -1.60 1.81 4.36  0.448
47 S -2.48 -0.68 -2.00  -0.457
48 C -1.75 0.25 -3.22  0.013
49 N -0.65 -0.07 -3.91  -0.021
50 C -0.23 0.98 -4.84  -0.598
51 C -1.29 2.07 -4.61  -0.026
52 N -2.20 1.42 -3.66  -0.029
53 H -0.12 -0.89 -3.69  0.119
54 H -0.24 0.61 -5.86  0.390
55 H 0.78 1.32 -4.60  0.321
56 H -1.81 2.34 -5.53  0.410
57 H -0.86 2.97 -4.18  -0.175
58 H -2.95 1.89 -3.18  0.240
59 N 0.96 8.45 -4.53  -0.471
60 C 0.83 7.43 -4.01  -0.208
61 C 0.67 6.14 -3.37  0.594
62 C 1.76 5.30 -3.22  -0.767
63 C 1.60 4.06 -2.61  -0.223
64 C 0.34 3.66 -2.16  0.261
65 C -0.75 4.52 -2.30  -0.343
66 C -0.59 5.76 -2.90  -0.523
67 C 0.16 2.36 -1.55  0.110
68 C -0.01 1.27 -1.05  -0.873
69 H 2.73 5.61 -3.57  0.471
70 H 2.44 3.40 -2.49  0.604
71 H -1.72 4.22 -1.92  0.609
72 H -1.43 6.43 -3.01  0.481
73 C 0.49 -3.97 0.42  -1.561
74 P 0.81 -2.67 -0.82  1.710
75 C 2.62 -2.43 -0.77  0.319
76 C 3.42 -2.90 0.26  -0.273
77 C 4.80 -2.70 0.23  -0.843
78 C 5.38 -2.02 -0.83  -0.567
79 C 4.58 -1.53 -1.86  -0.717
80 C 3.21 -1.73 -1.83  -0.491
81 C 0.60 -3.63 -2.37  0.695
82 C -0.64 -3.67 -3.01  -0.078
83 C -0.83 -4.48 -4.13  -0.736
84 C 0.20 -5.26 -4.60  -0.545
85 C 1.44 -5.24 -3.96  -0.743
86 C 1.64 -4.43 -2.85  -0.858
87 H 1.19 -4.79 0.27  0.552
88 H -0.52 -4.34 0.27  0.379
89 H 0.58 -3.60 1.44  0.271
90 H 2.99 -3.44 1.09  0.378
91 H 5.41 -3.07 1.04  0.419
92 H 6.45 -1.87 -0.86  0.388
93 H 5.03 -1.00 -2.69  0.432
94 H 2.59 -1.35 -2.63  0.425
95 H -1.46 -3.08 -2.63  0.288
96 H -1.80 -4.50 -4.61  0.457
97 H 0.05 -5.89 -5.47  0.394
98 H 2.25 -5.85 -4.33  0.430
99 H 2.61 -4.42 -2.37  0.405



Entry 3:
DFT (wB97M-V/def2-TZVPD) results for C44H48BrHfN3O8S3Si as an isolated structure.

Properties
- LUMO: -0.85 eV
- Largest force on an atom: 0.01930 hartree/bohr
- Multiplicity: 1
- Frontier orbital gap: 0.26365 Eh
- HOMO energy: -8.0 eV
- M: 1129.56 g/mol

Each line ends with the Mulliken charge.
CARTESIAN COORDINATES (ANGSTROEM)
1 Hf 0.38 1.09 -0.15  1.629
2 S 4.29 -4.84 -2.19  -0.188
3 C 3.34 -6.25 -2.14  -0.388
4 C 2.18 -6.07 -1.44  -1.431
5 C 2.07 -4.76 -0.92  -0.178
6 C 3.14 -3.97 -1.24  0.508
7 C 3.37 -2.57 -0.86  0.653
8 C 2.28 -1.72 -0.64  -0.094
9 N 2.40 -0.46 -0.30  0.400
10 C 3.64 0.06 -0.16  -0.601
11 C 4.80 -0.70 -0.34  0.635
12 C 6.08 -0.11 -0.12  -1.147
13 C 6.19 1.17 0.30  -1.163
14 C 5.02 1.97 0.51  0.789
15 C 5.08 3.29 0.98  -0.817
16 C 3.92 4.00 1.21  0.494
17 C 2.70 3.36 0.90  -0.486
18 N 2.62 2.15 0.40  0.181
19 C 3.76 1.43 0.24  -1.025
20 C 3.90 5.37 1.72  0.260
21 C 2.85 6.25 1.71  -0.368
22 C 3.18 7.51 2.28  -0.658
23 C 4.47 7.56 2.71  -0.385
24 S 5.30 6.09 2.43  -0.188
25 C 4.64 -2.05 -0.71  -1.038
26 H 3.67 -7.14 -2.65  0.468
27 H 1.45 -6.84 -1.30  0.443
28 H 1.24 -4.41 -0.34  0.793
29 H 1.26 -2.08 -0.75  -0.169
30 H 6.96 -0.72 -0.27  0.462
31 H 7.16 1.61 0.49  0.461
32 H 6.05 3.74 1.18  0.464
33 H 1.76 3.86 1.08  0.382
34 H 1.88 6.03 1.30  0.602
35 H 2.49 8.33 2.37  0.392
36 H 4.98 8.38 3.18  0.444
37 H 5.52 -2.67 -0.85  0.567
38 Br 1.09 3.90 -1.70  0.088
39 C -0.58 4.67 -1.20  0.165
40 C -0.96 5.79 -1.87  -0.878
41 C -2.18 6.41 -1.53  -0.727
42 C -2.94 5.89 -0.54  -0.899
43 C -2.55 4.72 0.15  1.136
44 C -3.37 4.20 1.18  -1.049
45 C -3.00 3.07 1.84  -1.153
46 C -1.79 2.41 1.51  -0.031
47 C -0.91 2.86 0.54  0.506
48 C -1.33 4.05 -0.16  0.740
49 H -0.34 6.20 -2.65  0.480
50 H -2.49 7.31 -2.06  0.405
51 H -3.88 6.35 -0.26  0.400
52 H -4.29 4.71 1.42  0.368
53 H -3.63 2.67 2.63  0.428
54 H -1.56 1.52 2.07  -0.032
55 O 1.18 1.20 4.20  -0.696
56 C 1.00 1.02 3.06  1.115
57 N 0.82 0.83 1.90  -0.824
58 C -1.98 -3.99 2.64  -1.834
59 C -0.67 -3.35 2.21  2.029
60 C 0.48 -4.32 2.43  -1.935
61 C -0.40 -2.05 2.97  -1.292
62 O -0.73 -3.10 0.80  1.316
63 Si -1.54 -1.89 0.01  -3.535
64 O -0.53 -0.66 -0.30  3.212
65 O -2.73 -1.35 0.99  0.619
66 C -4.08 -0.97 0.72  1.619
67 C -4.11 0.05 -0.41  -0.852
68 C -4.90 -2.21 0.36  -1.601
69 C -4.59 -0.36 2.03  -1.712
70 O -2.23 -2.52 -1.30  0.209
71 C -2.04 -3.62 -2.19  1.875
72 C -2.42 -4.89 -1.44  -1.513
73 C -2.97 -3.36 -3.36  -1.837
74 C -0.59 -3.69 -2.65  -0.946
75 H -1.96 -4.20 3.71  0.539
76 H -2.14 -4.92 2.10  0.370
77 H -2.81 -3.32 2.43  0.022
78 H 0.56 -4.56 3.49  0.453
79 H 1.43 -3.87 2.12  0.319
80 H 0.33 -5.24 1.87  0.376
81 H -0.23 -2.27 4.03  0.697
82 H -1.24 -1.37 2.89  0.050
83 H 0.48 -1.56 2.57  0.024
84 H -3.67 -0.37 -1.31  -0.067
85 H -3.54 0.94 -0.14  -0.109
86 H -5.13 0.34 -0.62  0.624
87 H -4.51 -2.67 -0.54  -0.042
88 H -5.94 -1.93 0.20  0.545
89 H -4.86 -2.93 1.17  0.339
90 H -3.96 0.48 2.31  0.103
91 H -4.55 -1.10 2.82  0.358
92 H -5.61 -0.02 1.91  0.407
93 H -3.48 -4.89 -1.20  0.335
94 H -1.85 -4.96 -0.52  0.018
95 H -2.20 -5.76 -2.06  0.473
96 H -4.00 -3.29 -3.02  0.318
97 H -2.91 -4.17 -4.09  0.404
98 H -2.71 -2.43 -3.85  0.285
99 H 0.06 -3.97 -1.82  -0.339
100 H -0.27 -2.74 -3.06  0.032
101 H -0.49 -4.46 -3.42  0.705
102 C -0.37 2.08 -4.16  -1.195
103 S -0.43 0.90 -2.84  0.802
104 O -1.26 1.47 -1.76  -0.512
105 O -0.87 -0.33 -3.42  -0.601
106 O 0.94 0.84 -2.22  -0.884
107 H -1.09 1.75 -4.90  0.432
108 H 0.63 2.09 -4.57  0.351
109 H -0.64 3.06 -3.78  0.298



Entry 4:
DFT (wB97M-V/def2-TZVPD) results for C44H48GeIrN3O3SSi as an isolated structure in a non-equilibrium geometry.

Properties
- Expectation value of S²: 6.01
- LUMO (spin up / spin down): 0.23 / -0.99 eV
- Largest force on an atom: 0.08206 hartree/bohr
- Multiplicity: 5
- Frontier orbital gap (spin up / spin down): 0.17132 / 0.23582 Eh
- HOMO energy (spin up / spin down): -4.4 / -7.4 eV
- M: 991.87 g/mol

Each line ends with the Mulliken charge.
CARTESIAN COORDINATES (ANGSTROEM)
1 Ir 14.06 10.19 14.31  1.752
2 O 13.56 11.82 15.53  -0.669
3 N 13.15 11.63 16.86  0.370
4 C 12.91 12.81 17.49  -0.410
5 C 12.48 12.68 18.77  -0.833
6 C 12.30 11.44 19.36  -0.421
7 C 12.58 10.22 18.75  -0.818
8 C 13.03 10.35 17.39  0.637
9 S 13.34 9.10 16.24  -0.543
10 H 13.09 13.75 16.93  0.490
11 H 12.28 13.58 19.37  0.433
12 H 11.94 11.42 20.37  0.414
13 H 12.44 9.26 19.24  0.505
14 C 14.16 11.73 12.89  -0.844
15 Si 12.66 11.17 12.00  -0.027
16 C 13.33 9.44 11.58  -0.536
17 N 13.63 8.76 12.90  0.835
18 C 14.88 7.93 12.78  0.333
19 C 14.68 6.61 12.03  -1.032
20 C 13.62 5.70 12.70  -0.744
21 C 12.77 6.49 13.73  -0.785
22 C 12.39 7.88 13.30  -0.974
23 C 12.24 12.04 10.41  0.759
24 C 11.02 12.72 10.19  -0.703
25 C 10.63 13.13 8.92  -0.671
26 C 11.52 13.05 7.86  -0.507
27 C 12.73 12.46 8.06  -0.635
28 C 13.12 11.93 9.34  -0.437
29 C 11.00 11.15 12.83  0.619
30 C 10.68 11.62 14.13  -0.263
31 C 9.42 11.45 14.72  -0.606
32 C 8.40 10.94 13.97  -0.466
33 C 8.61 10.52 12.65  -0.907
34 C 9.89 10.65 12.11  -0.148
35 H 14.08 12.74 13.36  0.475
36 H 15.08 11.63 12.25  -0.234
37 H 14.30 9.52 11.03  0.288
38 H 12.61 8.90 10.98  0.515
39 H 15.26 7.69 13.79  0.272
40 H 15.59 8.56 12.21  -0.457
41 H 15.63 6.04 11.98  0.446
42 H 14.42 6.79 10.94  0.269
43 H 14.12 4.88 13.23  0.371
44 H 12.97 5.23 11.93  0.294
45 H 13.32 6.59 14.70  0.085
46 H 11.85 5.95 13.99  0.591
47 H 11.85 8.46 14.04  0.595
48 H 11.75 7.82 12.41  0.389
49 H 10.33 12.86 10.99  0.626
50 H 9.63 13.57 8.75  0.344
51 H 11.27 13.41 6.86  0.366
52 H 13.46 12.34 7.25  0.377
53 H 14.12 11.48 9.45  0.236
54 H 11.47 12.05 14.72  0.287
55 H 9.31 11.80 15.73  0.494
56 H 7.38 10.89 14.38  0.325
57 H 7.80 10.08 12.06  0.404
58 H 10.02 10.37 11.07  0.552
59 C 17.35 6.10 18.00  -0.480
60 C 16.31 6.92 18.38  -1.013
61 C 16.12 8.10 17.68  -0.255
62 C 16.89 8.47 16.56  0.591
63 C 17.98 7.65 16.27  -0.143
64 C 18.18 6.46 16.97  -0.955
65 Ge 16.42 10.14 15.51  0.188
66 C 18.25 10.45 14.70  0.785
67 C 19.18 11.40 15.13  -0.550
68 C 20.50 11.36 14.65  -0.492
69 C 20.92 10.39 13.75  -0.874
70 C 20.00 9.46 13.30  -0.521
71 C 18.68 9.51 13.77  -1.069
72 C 16.49 11.60 16.84  0.462
73 C 16.41 12.90 16.38  0.031
74 C 16.75 13.99 17.21  -0.447
75 C 17.09 13.78 18.54  -0.714
76 C 17.07 12.48 19.04  -0.688
77 C 16.84 11.39 18.18  -0.019
78 H 17.50 5.17 18.53  0.359
79 H 15.69 6.65 19.22  0.435
80 H 15.34 8.79 17.99  0.270
81 H 18.75 7.90 15.53  0.368
82 H 19.03 5.82 16.73  0.416
83 H 18.89 12.16 15.84  0.237
84 H 21.18 12.16 14.95  0.359
85 H 21.95 10.36 13.41  0.359
86 H 20.31 8.67 12.62  0.467
87 H 17.93 8.80 13.43  0.420
88 H 16.07 13.13 15.36  0.078
89 H 16.64 15.00 16.77  0.361
90 H 17.24 14.61 19.23  0.329
91 H 17.23 12.29 20.11  0.349
92 H 16.86 10.39 18.61  0.328
93 N 19.10 12.27 10.30  -0.599
94 C 18.32 11.30 9.50  -0.593
95 C 17.08 10.80 10.33  0.505
96 O 16.10 10.24 9.88  -0.654
97 O 17.19 11.00 11.67  -0.137
98 H 20.11 12.07 10.25  0.220
99 H 18.01 11.58 11.74  0.359
100 H 18.91 13.25 10.04  0.205
101 H 18.95 10.41 9.31  0.288
102 H 17.97 11.66 8.51  0.360



Number 1: energy -121740.3242 eV. Number 2: energy -82926.5842 eV. Number 3: energy -179002.9541 eV. Number 4: energy -135082.0428 eV.